Entry from the Open Molecules 2025 dataset: a cluster of 2 separate species, C9H7B3NO7 in total in a non-equilibrium geometry (ωB97M-V/def2-TZVPD).

Results
Energy ... -27296.593 eV
E_HOMO ... -0.1685 Eh
LUMO energy ... 1.68 eV

ORCA input file:
```
! RIJCOSX wB97M-V def2-TZVPD def2/J DEFGRID3
* xyz -1 1
H -2.4630 4.1626 -4.0806
H 3.5121 -3.2013 1.7641
C 1.7552 -0.3372 1.2506
O 2.0536 2.9196 -2.2218
B -0.4200 1.8343 -2.9047
O 2.5654 -4.6812 3.4864
N 1.6326 -3.8742 3.6075
C 2.7204 -2.4641 1.8800
O 0.6742 -4.0202 4.3807
H 3.5743 -1.1343 0.4123
C -4.8944 1.5087 -0.7984
H -5.6725 1.7636 0.0703
C 2.7592 -1.2974 1.1138
C 1.6670 -2.6604 2.7830
H -0.1746 -1.8450 3.6074
C 0.6520 -1.7028 2.9147
B -2.7381 1.1852 -2.9222
O -1.3630 0.6803 -2.6917
H -0.0765 0.2134 2.2451
B -2.0675 3.0528 -4.1617
O -0.6142 2.6736 -4.1396
O 0.6338 1.9842 -0.5253
C 0.7734 2.2538 -1.8425
H 1.7937 0.5745 0.6569
C 0.7030 -0.5388 2.1452
C -3.9762 1.0696 -1.7994
O -3.0098 1.8806 -4.2301
*
```

---

Entry from the Open Molecules 2025 dataset: a structure of composition C9H7Br2ClN2O in a non-equilibrium geometry (ωB97M-V/def2-TZVPD).

Results
Energy ... -167078.128 eV
E_HOMO ... -0.3453 Eh
LUMO energy ... -0.58 eV
Relative energy (zero: lowest compared OMol25 entry of this formula, charge and spin) ... 0.0 kcal/mol

ORCA input file:
```
! RIJCOSX wB97M-V def2-TZVPD def2/J DEFGRID3
* xyz 0 1
H -0.9295 4.2634 2.9365
N -0.4322 1.4964 1.1853
H -2.8319 3.6715 2.2566
H -0.7697 -3.0548 -0.3082
C 1.7948 -1.4810 -1.8475
C -0.0877 -2.2605 -0.5726
Cl -3.4372 2.8720 4.4157
H 2.3389 0.5757 -1.5205
C 0.6684 0.0039 -0.3285
H -0.9806 -0.8272 0.7535
Br -5.3557 3.8822 2.2322
H 1.0080 -3.4616 -1.9753
C 1.6731 -0.2352 -1.2652
N -0.6302 2.5519 1.7590
H 2.5797 -1.6641 -2.5661
C 0.5876 1.3568 0.2498
C -1.1522 3.4786 2.2651
C -3.5745 3.9700 3.0205
O 1.3368 2.2683 -0.0328
Br -3.1941 5.8059 3.5303
C -0.2107 -1.0196 0.0212
C 0.9114 -2.4930 -1.5063
*
```

---

Entry from the Open Molecules 2025 dataset: an isolated molecule of C9H7Cl2F in a non-equilibrium geometry (ωB97M-V/def2-TZVPD).

Results
Energy ... -37205.078 eV
E_HOMO (spin up / spin down) ... -0.2880 / -0.3224 Eh
LUMO energy (spin up / spin down) ... -0.47 / -0.68 eV
Relative energy (zero: lowest compared OMol25 entry of this formula, charge and spin) ... 41.6 kcal/mol

ORCA input file:
```
! RIJCOSX wB97M-V def2-TZVPD def2/J DEFGRID3
* xyz 0 1
H 0.7823 0.3608 1.5640
C -2.4533 0.6319 1.3948
C -1.6265 0.0899 -0.8529
C -0.2755 0.1328 -0.4098
C -1.1476 0.6247 1.8320
Cl 3.3284 -0.2627 -2.4211
C 0.8715 -0.1499 -1.2727
H -3.3089 0.8708 1.9153
Cl 2.6399 1.4617 -0.0353
C -2.6318 0.3477 0.0409
F 0.6128 -0.7966 -2.4457
H 2.4830 -2.2240 -0.6881
H -3.6100 0.5109 -0.3577
H 2.1859 -1.5243 0.9366
H -0.7556 0.8105 2.8702
H -1.7953 0.1861 -1.9735
C 2.4362 -1.3671 -0.1043
C 2.3216 -0.0915 -0.9412
C -0.0570 0.3882 0.9485
*
```

---

Entry from the Open Molecules 2025 dataset: a structure of composition C9H7Cl2IrLaNO3 in a non-equilibrium geometry (ωB97M-V/def2-TZVPD).

Results
Energy ... -45770.552 eV
E_HOMO (spin up / spin down) ... -0.8937 / -0.8660 Eh
LUMO energy (spin up / spin down) ... -15.33 / -18.94 eV
Expectation value of S² ... 6.044

ORCA input file:
```
! RIJCOSX wB97M-V def2-TZVPD def2/J DEFGRID3
* xyz 4 5
H 0.3094 0.8851 6.4872
H -2.7309 -0.3499 3.6445
H -1.8962 -0.6570 1.6011
Cl -2.3588 -2.2694 -2.1110
C 0.2146 0.8616 -4.3818
C -0.6443 -0.7039 3.1739
N -0.8866 -0.7765 1.7577
C -1.6943 -0.3060 4.0157
H 2.0616 -0.1776 5.0694
C 1.5567 1.7053 0.0372
La -0.7533 -0.1885 -1.7177
H -0.6151 -1.7255 1.4986
Cl -2.3871 1.6782 -2.5143
O 2.3518 2.3685 -0.5304
C 1.0215 -0.2435 4.7925
H 1.4269 -1.1908 2.8685
C 0.0775 -1.8801 -3.9103
C 0.6771 -0.8016 3.5652
O 0.5397 1.1237 -5.4498
H -2.1026 0.6766 5.8741
C -1.3157 0.2540 5.2438
C 0.0371 0.3484 5.5874
Ir 0.3010 0.6404 0.8794
O 0.3319 -2.6989 -4.6743
*
```

---

Entry from the Open Molecules 2025 dataset: a structure of composition C9H7ClMoO3 in a non-equilibrium geometry (ωB97M-V/def2-TZVPD).

Results
Energy ... -29948.228 eV
E_HOMO (spin up / spin down) ... -0.6716 / -0.6932 Eh
LUMO energy (spin up / spin down) ... -10.17 / -11.41 eV
Expectation value of S² ... 2.018
Relative energy (zero: lowest compared OMol25 entry of this formula, charge and spin) ... 0.0 kcal/mol

ORCA input file:
```
! RIJCOSX wB97M-V def2-TZVPD def2/J DEFGRID3
* xyz 2 3
O -2.4839 2.8230 1.6355
H -2.3123 0.4848 -1.6609
H 2.0546 0.7154 -1.3775
C 0.4311 2.2735 1.8927
Mo -0.1553 0.4003 0.5207
O -1.8809 -1.3409 2.6897
H -0.1834 2.1413 -1.9381
C -0.1655 1.1084 -1.5928
C 1.5505 -2.1168 -0.5362
C 1.0382 0.3459 -1.2916
C -1.2808 0.2320 -1.4498
H -1.3631 -1.9657 -0.9130
C 0.6575 -0.9971 -0.9395
C -1.8739 2.0093 1.0924
H 2.4210 -1.7226 -0.0206
O 0.8661 3.0060 2.6507
H 1.0237 -2.7909 0.1376
C -0.7899 -1.0512 -1.0516
H 1.8956 -2.6951 -1.3945
Cl 1.8529 -0.0918 1.6753
C -1.3023 -0.7679 1.8714
*
```

---

Entry from the Open Molecules 2025 dataset: the ion C9H7ClNO3P with charge -2 in a non-equilibrium geometry (ωB97M-V/def2-TZVPD).

Results
Energy ... -38891.442 eV
E_HOMO ... -0.0020 Eh
LUMO energy ... 5.44 eV
Relative energy (zero: lowest compared OMol25 entry of this formula, charge and spin) ... 0.0 kcal/mol

ORCA input file:
```
! RIJCOSX wB97M-V def2-TZVPD def2/J DEFGRID3
* xyz -2 1
H -0.7162 -2.6846 0.3710
C -1.5472 -1.2308 -2.6182
O 2.8277 1.2998 1.3179
O 1.3221 2.0346 3.2276
C 0.9736 -0.5833 2.0412
C 0.3430 1.3136 0.8071
H -1.4176 0.9042 -3.0300
H -1.6567 -3.3327 -2.0867
C -0.6041 0.3336 -1.1040
H -2.0774 -1.6002 -3.5130
H 0.4251 -1.4523 2.3305
H 1.9622 -0.7714 1.8565
C -0.2177 1.5777 -0.5378
C -0.8207 -1.9743 -0.4458
Cl -0.3646 3.0543 -1.2672
C -0.4077 -0.6396 -0.1232
C -1.3946 -2.2486 -1.6882
N 0.2137 -0.0254 0.9607
P 1.6807 2.2094 1.7694
H 0.9939 0.0977 2.7838
O 1.7529 3.6191 1.3046
C -1.2700 0.0994 -2.3562
*
```